Record 1
{"formula": "C22H24N2O3", "method": "ωB97M-V with the def2-TZVPD basis set", "smiles": "Cc1ccc(C(=O)N/C(=C/c2ccccc2)C(=O)NC[C@H]2CCCO2)cc1", "gap_ev": 8.46, "multiplicity": 1, "e_tot_ev": -32326.9718, "lumo_energy_ha": 0.0152, "relative_energy_kcal_mol": 44.0, "species": ["C", "C", "C", "C", "C", "C", "O", "N", "C", "C", "C", "C", "C", "C", "C", "C", "C", "O", "N", "C", "C", "C", "C", "C", "O", "C", "C", "H", "H", "H", "H", "H", "H", "H", "H", "H", "H", "H", "H", "H", "H", "H", "H", "H", "H", "H", "H", "H", "H", "H", "H"], "coordinates": [[6.908, -3.054, -0.339], [5.529, -2.492, -0.194], [4.804, -2.113, -1.320], [3.528, -1.603, -1.199], [2.948, -1.442, 0.057], [1.568, -0.895, 0.123], [0.762, -1.021, -0.777], [1.287, -0.198, 1.269], [0.034, 0.326, 1.571], [-0.099, 1.317, 2.464], [-1.333, 1.939, 2.917], [-2.563, 1.281, 2.918], [-3.703, 1.926, 3.360], [-3.642, 3.234, 3.812], [-2.423, 3.892, 3.835], [-1.281, 3.249, 3.400], [-1.102, -0.367, 0.857], [-1.437, -1.495, 1.150], [-1.740, 0.413, -0.041], [-2.685, -0.143, -0.978], [-2.084, -0.147, -2.391], [-3.000, -0.847, -3.413], [-3.081, 0.155, -4.566], [-2.865, 1.476, -3.831], [-1.896, 1.193, -2.846], [3.662, -1.832, 1.186], [4.937, -2.352, 1.055], [7.526, -2.397, -0.949], [6.866, -4.024, -0.836], [7.383, -3.184, 0.630], [5.248, -2.226, -2.299], [2.959, -1.317, -2.070], [2.045, 0.027, 1.897], [0.807, 1.733, 2.893], [-2.622, 0.253, 2.600], [-4.647, 1.400, 3.358], [-4.536, 3.734, 4.154], [-2.364, 4.908, 4.197], [-0.333, 3.768, 3.421], [-1.313, 1.280, -0.330], [-3.603, 0.454, -0.964], [-2.898, -1.164, -0.656], [-1.091, -0.605, -2.335], [-2.597, -1.809, -3.721], [-3.987, -1.006, -2.977], [-4.030, 0.121, -5.096], [-2.268, -0.010, -5.273], [-2.473, 2.275, -4.462], [-3.803, 1.816, -3.365], [3.217, -1.767, 2.169], [5.478, -2.659, 1.938]], "lowdin_charge": [-0.049, -0.275, -0.032, -0.006, -0.137, -0.399, 0.095, 0.146, -0.140, 0.010, -0.220, -0.028, -0.077, -0.095, -0.091, -0.047, -0.497, 0.086, 0.096, -0.109, -0.306, -0.123, -0.153, -0.209, -0.106, -0.026, -0.038, 0.082, 0.086, 0.074, 0.116, 0.119, 0.142, 0.118, 0.106, 0.103, 0.099, 0.100, 0.108, 0.156, 0.133, 0.132, 0.138, 0.115, 0.113, 0.109, 0.113, 0.121, 0.121, 0.113, 0.111]}

Record 2
{"formula": "C25H22N9OSV", "method": "ωB97M-V with the def2-TZVPD basis set", "gap_ev": [5.29, 6.41], "multiplicity": 4, "s_squared": 3.772, "e_tot_ev": -78267.6342, "charge": -1, "lumo_energy_ha": [0.0885, 0.0884], "relative_energy_kcal_mol": 24.3, "species": ["V", "N", "C", "S", "N", "N", "C", "C", "C", "C", "C", "C", "C", "O", "H", "H", "H", "H", "H", "H", "H", "C", "N", "C", "C", "N", "C", "C", "C", "C", "C", "C", "N", "C", "N", "C", "C", "C", "C", "C", "C", "N", "H", "H", "H", "H", "H", "H", "H", "H", "H", "H", "H", "H", "H", "H", "H", "N", "C"], "coordinates": [[0.006, 0.053, 0.802], [-1.986, 4.058, 0.803], [-1.264, 2.871, 0.901], [-2.126, 1.456, 1.417], [-0.003, 3.010, 0.597], [0.772, 1.830, 0.703], [2.014, 2.040, 0.407], [3.082, 1.053, 0.323], [4.350, 1.533, -0.036], [5.443, 0.706, -0.193], [5.271, -0.670, 0.023], [4.042, -1.177, 0.381], [2.901, -0.350, 0.533], [1.758, -0.872, 0.833], [-2.961, 3.912, 0.601], [-1.534, 4.754, 0.230], [2.273, 3.070, 0.167], [4.460, 2.602, -0.200], [6.407, 1.109, -0.476], [6.113, -1.343, -0.094], [3.903, -2.240, 0.547], [-2.372, -1.728, -0.249], [-1.039, -1.974, 0.292], [-0.221, -2.960, -0.421], [0.747, -2.403, -1.434], [0.887, -1.167, -1.767], [1.991, -1.137, -2.616], [2.627, -0.051, -3.206], [3.757, -0.297, -3.965], [4.252, -1.601, -4.140], [3.634, -2.691, -3.553], [2.503, -2.427, -2.788], [1.669, -3.232, -2.027], [-2.423, -0.580, -1.215], [-1.510, 0.317, -1.343], [-2.062, 1.294, -2.161], [-1.523, 2.505, -2.578], [-2.308, 3.317, -3.374], [-3.609, 2.937, -3.751], [-4.159, 1.738, -3.336], [-3.359, 0.932, -2.533], [-3.565, -0.294, -1.921], [-2.791, -2.624, -0.718], [-3.020, -1.454, 0.584], [-1.090, -2.213, 1.277], [0.376, -3.484, 0.324], [-0.855, -3.703, -0.914], [2.254, 0.954, -3.044], [4.285, 0.532, -4.421], [5.146, -1.755, -4.731], [4.025, -3.695, -3.675], [1.786, -4.213, -1.849], [-0.533, 2.800, -2.249], [-1.920, 4.271, -3.708], [-4.198, 3.602, -4.369], [-5.167, 1.453, -3.615], [-4.426, -0.807, -1.882], [-0.321, -1.089, 3.717], [-0.151, -0.488, 2.729]], "lowdin_charge": [0.474, 0.025, -0.893, 0.589, -0.016, -0.135, -0.087, -0.144, -0.080, -0.133, -0.115, -0.032, -0.356, -0.197, 0.049, 0.068, 0.109, 0.100, 0.081, 0.089, 0.105, -0.130, -0.084, -0.109, -0.312, 0.179, -0.211, -0.007, -0.097, -0.109, -0.036, -0.198, 0.161, -0.349, 0.119, -0.218, -0.011, -0.099, -0.111, -0.037, -0.190, 0.163, 0.117, 0.126, 0.092, 0.134, 0.116, 0.115, 0.094, 0.091, 0.100, 0.152, 0.110, 0.093, 0.091, 0.101, 0.154, -0.063, -0.437]}

Record 3
{"formula": "C28H43EuF4N4", "method": "ωB97M-V with the def2-TZVPD basis set", "gap_ev": [5.94, 7.30], "multiplicity": 7, "s_squared": 12.013, "e_tot_ev": -65880.5108, "charge": 2, "lumo_energy_ha": [-0.2683, -0.2197], "relative_energy_kcal_mol": 0.0, "species": ["Eu", "C", "C", "C", "C", "C", "C", "C", "C", "C", "C", "H", "H", "H", "H", "H", "H", "H", "H", "H", "H", "H", "H", "H", "H", "C", "C", "N", "C", "C", "C", "C", "N", "C", "C", "F", "C", "F", "C", "C", "F", "C", "F", "H", "H", "H", "H", "H", "H", "H", "H", "H", "H", "H", "H", "H", "H", "H", "C", "C", "N", "C", "C", "C", "C", "N", "H", "H", "H", "H", "H", "H", "H", "H", "H", "H", "H", "H", "H", "H"], "coordinates": [[0.252, 0.345, 0.441], [-1.076, 5.278, 0.010], [-1.602, 4.327, 1.086], [-2.999, 3.832, 0.696], [-0.626, 3.221, 1.443], [0.721, 3.277, 1.056], [1.683, 2.450, 1.633], [1.339, 1.485, 2.591], [2.414, 0.741, 3.338], [-0.022, 1.361, 2.918], [-0.979, 2.217, 2.358], [-1.842, 6.014, -0.225], [-0.840, 4.734, -0.909], [-0.191, 5.824, 0.337], [-1.711, 4.891, 2.020], [-2.978, 3.398, -0.306], [-3.684, 4.678, 0.673], [-3.406, 3.106, 1.400], [1.051, 4.065, 0.393], [2.728, 2.626, 1.409], [2.900, 1.433, 4.028], [3.183, 0.357, 2.669], [2.007, -0.077, 3.931], [-0.318, 0.715, 3.738], [-1.989, 2.181, 2.747], [-2.846, -2.918, -0.742], [-2.076, -1.964, 0.170], [-2.097, -0.504, -0.156], [-3.219, 0.192, 0.530], [-4.628, -0.349, 0.314], [-2.138, -0.268, -1.625], [-1.602, 1.106, -2.026], [-0.231, 1.229, -1.526], [0.717, 1.943, -2.198], [2.051, 1.803, -1.783], [2.268, 0.942, -0.688], [3.133, 2.424, -2.360], [4.346, 2.201, -1.857], [2.945, 3.263, -3.435], [1.642, 3.460, -3.867], [1.416, 4.283, -4.879], [0.559, 2.843, -3.267], [-0.672, 3.148, -3.699], [-2.814, -3.909, -0.290], [-2.391, -2.991, -1.729], [-3.891, -2.644, -0.866], [-1.031, -2.295, 0.167], [-2.446, -2.057, 1.193], [-3.187, 1.232, 0.207], [-3.007, 0.168, 1.603], [-4.931, -0.341, -0.732], [-5.318, 0.297, 0.858], [-4.748, -1.357, 0.707], [-3.150, -0.385, -2.018], [-1.497, -1.010, -2.103], [-2.237, 1.903, -1.629], [-1.650, 1.167, -3.112], [3.778, 3.752, -3.920], [2.023, -5.633, -1.142], [3.040, -4.631, -0.600], [2.481, -3.708, 0.405], [2.502, -4.148, 1.807], [1.146, -4.649, 2.306], [1.935, -2.548, 0.069], [1.917, -2.147, -1.382], [1.404, -1.696, 0.931], [2.487, -6.212, -1.940], [1.135, -5.146, -1.545], [1.705, -6.326, -0.364], [3.496, -4.058, -1.405], [3.845, -5.178, -0.115], [2.878, -3.337, 2.437], [3.228, -4.952, 1.880], [0.345, -3.939, 2.095], [1.189, -4.809, 3.383], [0.887, -5.598, 1.841], [2.913, -1.819, -1.685], [1.224, -1.318, -1.539], [1.627, -2.964, -2.036], [1.527, -2.026, 1.883]], "lowdin_charge": [2.050, -0.051, -0.348, -0.050, -0.178, -0.027, -0.081, -0.384, -0.029, -0.122, -0.058, 0.096, 0.084, 0.089, 0.161, 0.069, 0.099, 0.067, 0.123, 0.141, 0.107, 0.087, 0.086, 0.134, 0.125, -0.063, -0.245, -0.278, -0.244, -0.053, -0.182, -0.197, -0.184, -0.204, -0.128, -0.077, -0.227, 0.119, 0.095, -0.203, 0.141, -0.143, 0.102, 0.092, 0.077, 0.073, 0.075, 0.122, 0.077, 0.109, 0.083, 0.092, 0.078, 0.129, 0.118, 0.096, 0.129, 0.151, -0.050, -0.178, -0.053, -0.175, -0.052, -0.418, 0.006, -0.043, 0.092, 0.072, 0.076, 0.116, 0.126, 0.121, 0.128, 0.060, 0.090, 0.077, 0.112, 0.042, 0.089, 0.042]}

Which of these has the highest multiplicity?
C28H43EuF4N4

Which of these has the highest multiplicity?
C28H43EuF4N4

The highest multiplicity belongs to which entry?
C28H43EuF4N4